{"formula": "C3H6N2O2S", "method": "the ωB97M-V functional and the def2-TZVPD basis", "symbols": ["C", "S", "O", "H", "H", "N", "H", "C", "H", "N", "H", "H", "O", "C"], "positions_angstrom": [[-0.400692, 0.157947, -0.257377], [1.754567, -1.520074, -0.500424], [-2.651998, -0.417276, -0.642972], [2.890703, 0.307282, 0.013260], [1.725426, 1.513640, 1.394097], [0.955905, -0.118365, -0.056058], [-1.746023, 1.502320, -0.434217], [-1.561490, -0.791550, -0.050055], [1.317246, -2.339484, 0.497842], [-0.719383, 1.428456, -0.206925], [-3.652353, -0.816544, -0.133593], [1.656095, 1.919633, -0.516402], [-1.431102, -1.794114, 0.646967], [1.863093, 0.968127, 0.245855]], "forces_ev_per_angstrom": [[0.1758, 3.2386, 0.7539], [-0.8903, -1.4950, -0.0507], [-5.8444, -0.5541, 1.2782], [-2.0817, 3.0594, 1.1986], [0.4759, -1.9951, -3.1556], [-1.5381, -0.0925, 0.3313], [1.3500, 0.0175, 0.6571], [2.1617, -3.3833, 1.4142], [0.2438, 0.2403, -0.2504], [-0.9630, -1.5210, -1.0140], [4.9908, 1.3383, -2.1576], [0.8285, -2.6002, 1.8403], [-0.3823, 1.5880, -0.7811], [1.4733, 2.1592, -0.0643]], "nbo_charge": [0.3088, 0.2071, -0.6755, 0.2267, 0.2177, -0.6026, 0.3580, 0.7345, 0.1261, -0.6391, 0.5319, 0.2305, -0.5788, -0.4453], "relative_energy_kcal_mol": 100.4, "smiles": "[H]/N=C(\\C(=O)O)N(C)S", "e_homo_ev": -8.8294, "charge": 0, "homo_lumo_gap_ev": 8.71, "energy_ev": -21115.4976}